119
Properties=species:S:1:pos:R:3:lowdin_charge:R:1 method="wB97M-V/def2-TZVPD" de_lowest_kj_mol=75.5 fmax_ha_per_bohr=0.0130 lumo_energy_ev=0.3392 homo_lumo_gap_ev=7.14
H 0.59139 -5.05788 -2.10687 0.09
H 0.75055 -4.34398 -4.45455 0.09
C 3.77010 -2.78155 3.60014 -0.07
H 2.99878 4.52441 -1.38125 0.09
H -0.87220 4.06001 -4.32102 0.08
C -0.76448 -3.59169 2.98369 -0.07
N -0.99123 4.10393 2.63311 -0.04
C 1.54595 1.14628 4.90427 -0.05
H 2.33004 -5.42835 -2.15151 0.09
H -1.02826 5.85614 3.80017 0.12
C 2.78250 -1.61712 1.66954 -0.37
C -0.29841 -2.82024 0.30709 -0.05
F -5.82524 -2.55653 -0.38024 0.09
H 5.44624 -0.20344 2.74344 0.09
H -4.95762 4.91458 -1.13999 0.03
C 5.05991 -0.65087 1.82158 -0.06
C 1.73286 -2.21335 -2.45433 -0.37
N 1.86294 -3.53580 -2.86809 -0.16
C 2.01334 4.56355 0.59631 -0.08
N 0.32336 1.36058 3.03266 -0.04
H -4.00450 3.80264 -3.36465 0.03
H 4.73208 -3.29415 3.69539 0.09
C 2.97959 -4.07915 1.68928 -0.05
H 1.68083 -4.31185 -0.93323 0.07
H 2.13410 -4.54849 2.20221 0.09
H 1.08551 4.77535 3.11980 0.12
C 1.42437 3.03458 -0.85542 -0.19
H 1.38264 0.26068 -2.51989 0.05
C 1.59460 -4.63945 -1.97038 -0.05
C -2.95938 4.82257 3.34278 -0.06
C -4.96545 -2.08056 0.53759 -0.17
C -1.60243 5.06904 3.34138 -0.08
H 0.38658 -0.51392 3.93231 0.09
C -1.42258 -3.61682 0.66867 -0.16
H 4.05511 -2.75701 -3.44444 0.08
C 2.28561 4.12148 -0.68341 -0.06
H 2.18474 0.48312 -4.09697 0.09
H 3.32566 1.47526 2.26302 0.09
H 2.07841 0.74742 1.22404 0.04
C 0.33180 -2.78263 2.64621 -0.06
C -1.94093 4.56597 -1.38844 -0.31
H 1.28055 2.39308 -1.71016 0.06
H -3.22238 -4.59950 0.00698 0.12
H 4.62954 -1.09511 -3.24258 0.08
H 2.73254 -3.98598 0.62924 0.07
H -0.93217 -3.85952 4.01954 0.11
C 1.71867 -3.86031 -4.27312 -0.07
N -1.28210 1.11828 -4.79806 0.10
C -4.02138 -1.11694 0.23056 -0.28
H -5.49315 3.58261 -0.09465 0.02
N 3.32082 -2.77773 2.22247 -0.17
H 1.76695 -2.95828 -4.87866 0.08
F -4.14272 -2.61693 4.01875 0.10
H -1.66218 4.99085 -0.42252 0.02
C -1.09256 -2.88394 -1.98859 -0.06
C 3.13975 0.79389 1.42724 -0.06
H 3.86787 -1.58498 -4.76171 0.09
H 3.64227 1.18742 0.53761 0.09
C 1.59934 2.45386 4.46705 -0.09
C 0.60045 -2.39637 1.34688 -0.23
H -1.03835 4.18955 -1.86480 -0.02
N 2.56320 -1.33482 -3.11739 -0.15
H 3.87799 -1.76306 3.96590 0.09
F -4.02757 -0.67062 -1.06235 0.02
N -0.82811 1.48000 -2.68062 0.08
H -4.95217 2.44293 -2.72547 0.03
H 2.50619 -4.54519 -4.60255 0.09
H -2.40132 5.34107 -2.00311 0.03
C -0.72545 1.96738 -3.89609 -0.42
H 3.85078 -4.73324 1.78435 0.09
H 3.11710 0.62287 -2.59463 0.09
As -3.18137 3.08889 -1.05716 1.04
C -3.94654 2.84652 -2.84252 -0.31
C -4.64315 4.20511 -0.37354 -0.33
C -4.11495 -2.11241 2.77380 -0.18
N 1.64942 -1.51824 1.07316 0.16
Sr -1.12978 1.15683 0.88660 1.24
C -1.62568 -4.00552 2.01452 -0.05
N 0.68918 2.83326 0.23418 -0.06
C -5.00504 -2.58566 1.82627 -0.15
H 1.00067 -2.44730 3.42829 0.09
N 3.62076 -0.53322 1.73730 -0.14
N 1.06030 3.77973 1.12516 -0.03
N -1.90560 3.22238 2.16966 -0.07
C 3.83931 -1.71779 -3.67432 -0.07
B 0.53499 3.85519 2.57759 -0.53
C -3.20105 -1.15035 2.38600 -0.29
C -2.36745 -4.01451 -0.30945 -0.05
F -5.89238 -3.53803 2.14870 0.10
H 5.36146 -1.69330 1.78487 0.08
H 2.09574 3.31740 4.87702 0.12
H -2.95913 -3.90489 -2.34959 0.11
H -2.27731 -0.78515 -4.59821 0.11
H 0.35850 3.20840 -5.26285 0.08
H -3.73438 5.39879 3.81628 0.09
H 5.51978 -0.12476 0.97917 0.09
H -3.97963 3.09020 2.34975 0.11
H -3.36286 2.13646 -3.42283 -0.01
C -0.11774 3.27173 -4.28391 -0.01
H 2.01156 0.72467 5.77779 0.09
C -3.08904 3.64709 2.59721 -0.18
C 2.29638 0.08457 -3.08105 -0.06
N 0.98028 -1.77653 -1.52016 0.16
C 0.72321 0.50940 3.96882 -0.15
H 2.43252 5.37433 1.16780 0.12
H -0.95799 -2.59295 -3.02430 0.10
H -4.30511 4.75476 0.50264 0.00
C -1.48318 0.27483 -2.80614 -0.17
N 0.86202 2.55926 3.34851 -0.04
F -2.32125 -0.72217 3.34945 0.02
H 3.04587 -3.30115 4.24078 0.09
H -2.49266 -4.60856 2.25514 0.12
H -1.34167 1.27181 -5.78912 0.15
C -1.77490 0.03046 -4.10981 -0.09
C -2.21822 -3.63254 -1.60805 -0.07
H -1.69131 -0.34842 -1.95412 0.08
H 0.63108 3.56231 -3.55000 0.06
C -3.10040 -0.62626 1.12334 -0.10
C -0.12262 -2.50872 -1.08218 -0.25

---

114
Properties=species:S:1:pos:R:3:lowdin_charge:R:1 method="wB97M-V/def2-TZVPD" total_charge=+2 fmax_ha_per_bohr=0.0814 spin_multiplicity=4 lumo_energy_ev="-7.3244 / -5.5087" s2=3.905 homo_lumo_gap_ev="4.96 / 6.79"
H -2.16721 1.18408 0.54662 0.07
C 4.12475 -2.38620 -2.44166 0.01
H 1.07716 -0.56448 5.81785 0.07
H -1.02451 1.63744 -4.70735 0.08
H 2.90605 1.24207 -3.26701 0.09
C -2.32832 3.60137 2.96694 -0.06
H -5.17122 0.13908 -5.92130 0.12
H -0.04964 3.84828 -0.77090 0.08
N -1.56326 -1.40315 1.47378 0.01
H 2.57081 2.58745 4.97746 0.06
H 1.26055 -0.45542 -2.29385 0.06
C 4.93022 -1.51288 -3.17192 -0.06
C -1.30801 -4.06437 4.04054 0.02
H 1.35187 -5.35241 2.27972 0.10
P -0.90156 2.20079 -2.33325 1.03
C -0.39980 2.37920 -4.17447 -0.29
C -2.32879 2.75300 4.06487 -0.06
H -5.44633 -3.24562 -3.32438 0.10
H 1.26466 -6.48728 0.83030 0.10
C -1.56434 -1.47112 3.74439 0.08
H 0.64948 2.03884 -4.28244 0.09
H -0.44514 -4.67169 3.71594 0.08
N -0.49308 3.74183 -4.73242 -0.12
C -3.75244 -4.10599 -1.63036 0.05
H 2.62986 3.05429 0.98496 0.02
H -3.97897 -5.99628 0.61074 0.11
H 0.65278 5.66554 -2.20668 0.23
C -1.90696 4.22083 -4.66250 -0.10
C 2.11034 -0.74894 5.53027 -0.06
N 0.84986 -2.55570 -0.60036 -0.02
C -1.73753 -0.66235 2.58832 -0.22
C -3.67919 -1.99247 -3.00078 -0.19
H -3.09755 0.86176 -4.70002 0.06
C -3.03479 -5.99492 -0.00065 -0.02
H 3.66468 0.48753 4.55244 0.12
C -2.27518 3.01780 1.68909 -0.08
H -3.21639 2.55058 -2.99215 0.08
C 5.37287 2.57027 3.04600 -0.05
C -3.61939 -0.05899 -4.44240 -0.07
H -1.27697 -3.78759 5.09988 0.10
C 2.09748 -2.77712 -1.11706 -0.21
N 0.04656 4.86564 -2.61720 -0.08
C -1.36780 -2.78552 3.26780 -0.23
C 0.42426 4.64006 -4.06823 -0.11
H 1.42859 4.16874 -4.09266 0.15
C 4.42574 2.29642 1.90824 -0.40
P 2.55329 0.12056 2.14576 -0.10
O 1.89344 0.68368 3.49170 -0.36
C 2.25146 1.75056 5.60088 -0.05
H 2.21580 -1.63857 4.82821 0.04
C -2.47415 3.17328 -2.49791 -0.32
H -1.71399 5.44003 -1.51845 0.16
C -5.45516 -1.59304 -4.64206 -0.06
H 3.57438 4.30680 1.79284 0.10
H -2.46418 3.15657 5.05458 0.11
C -4.92266 -2.34758 -3.61317 0.01
H 0.48836 5.64324 -4.51067 0.15
H 6.20665 1.81085 3.07580 0.11
H 1.14865 1.73693 5.77057 0.10
H 2.58936 3.14510 2.76870 0.07
C 2.60853 -4.01629 -0.60325 0.06
N -1.29218 -2.75175 1.93467 0.07
C 3.15628 0.16406 -3.15441 -0.08
H -2.92667 3.31735 -1.50981 0.09
N -2.29110 4.42535 -3.22405 -0.14
H 4.86931 2.47606 4.02989 0.08
H -2.59196 3.49856 -5.13284 0.14
H -2.26698 3.60472 0.76944 0.08
C -2.20359 1.37718 3.93885 0.00
H 1.24173 3.29023 -1.74222 0.09
S 1.24019 0.70883 0.68253 0.36
C 2.60632 0.51159 4.82191 -0.42
H 4.54848 -3.34664 -2.19995 0.11
B -0.88028 -3.85292 0.86571 -0.41
H 2.73620 1.79076 6.58109 0.10
H -2.14685 -6.20159 0.65089 0.07
S 3.02700 -1.74850 2.30793 0.37
C 2.83911 -1.92897 -2.01854 -0.15
H -6.36361 -1.90350 -5.11681 0.11
H 3.59286 -4.40350 -0.83426 0.12
H -1.74348 -1.11021 4.71378 0.09
C -4.79678 -0.44623 -5.07342 -0.07
H -0.83224 -4.90489 1.40118 0.10
H 4.86981 2.28621 0.90686 0.14
H -2.02764 5.17103 -5.15952 0.13
H -2.18945 0.72454 4.81395 0.11
H 2.67947 -0.90098 6.45084 0.09
H -4.76040 -4.45202 -1.93400 0.12
C 2.30169 -0.70522 -2.49835 -0.06
C -2.07045 0.77462 2.64968 -0.14
H 5.81740 3.61306 2.95243 0.11
H 2.85959 -5.82040 1.40624 0.10
C 4.48544 -0.22801 -3.51039 -0.05
H 5.16704 0.48001 -3.98834 0.11
H -1.44736 6.30590 -3.04931 0.15
Cr -0.34433 -1.01918 -0.15540 0.76
C -3.14679 -2.79588 -1.94201 -0.20
C 3.22847 3.24344 1.88725 -0.08
H -2.24440 -4.58954 3.84993 0.10
C 1.78490 -5.60796 1.25080 0.00
O 3.99477 0.85263 2.00415 -0.34
C 0.20138 3.58492 -1.78135 -0.27
C 1.63508 -4.45101 0.31698 -0.27
H 5.92456 -1.79218 -3.52904 0.12
H -2.30902 4.69125 3.08428 0.12
N 0.58766 -3.60157 0.31333 0.04
C -3.08607 -0.84631 -3.37481 -0.05
N -1.90207 -3.79399 -0.40199 0.03
C -1.38287 5.32670 -2.57513 -0.13
H -2.16499 -0.55189 -2.94160 0.06
C -2.14855 1.63133 1.53400 -0.07
N -2.03357 -2.62836 -1.18136 0.07
C -2.91853 -4.68117 -0.69141 -0.27
H -3.08651 -6.83049 -0.72599 0.10